{
  "formula": "C2H7N3",
  "method": "ωB97M-V/def2-TZVPD",
  "total_charge": 0,
  "smiles": "[H]/N=C/NNC",
  "lumo_ev": 0.87,
  "homo_lumo_gap_ev": 9.6492,
  "fmax_ev_per_a": 9.1,
  "homo_energy_ev": -8.78,
  "symbols": ["H", "N", "C", "N", "N", "C", "H", "H", "H", "H", "H", "H"],
  "positions_angstrom": [[1.87456, 1.41895, 0.12047], [1.02680, 0.97092, 0.20177], [1.40330, -0.31717, -0.01239], [0.26188, -1.05441, -0.14494], [-0.85366, -0.69228, 0.59680], [-1.54491, 0.43741, -0.24320], [2.56934, -0.50748, -0.35065], [0.63277, -2.11785, -0.25932], [-0.27172, -0.14006, 1.10650], [-2.21533, -0.15088, -0.97803], [-0.77637, 1.12530, -0.56178], [-2.10668, 1.02755, 0.52476]],
  "atomic_forces_ev_per_a": [[2.23, 2.18, 0.25], [1.64, -3.83, 0.46], [-0.78, 5.30, -1.44], [4.84, -7.23, -2.62], [-1.67, 0.27, -2.68], [-1.55, -2.19, 1.10], [-3.45, -0.56, 0.88], [-2.43, 2.77, 0.71], [0.44, 2.70, 4.07], [1.09, 1.61, 0.97], [-0.26, -0.27, -0.96], [-0.11, -0.74, -0.75]],
  "mulliken_charge": [0.19, -0.68, 0.02, -0.18, -0.45, -0.55, 0.27, 0.25, 0.37, 0.25, 0.22, 0.28]
}